A 12-piece molecular cluster, C26H80N4O12 overall in a non-equilibrium geometry. Source: the OMol25 dataset; level of theory: ωB97M-V/def2-TZVPD.

As for the total energy: -2160.2338 Ha. The structure (SMILES) is COC[C@H](C)N.COC[C@H](C)N.COC[C@H](C)N.COC[C@H](C)N.CC(C)O.CO.CO.CO.CO.CO.CO.CO. Its orbital gap is 9.438 eV. The value obtained for the energy above the lowest of the compared OMol25 structures with the same formula, charge and spin is 238.2 kJ/mol. Its HOMO energy is -9.12 eV.

Each line ends with the Mulliken charge.
CARTESIAN COORDINATES (ANGSTROEM)
O: -1.736642 2.893895 -3.587596  -0.36
O: -1.216652 -4.423695 -2.947006  -0.28
O: 0.645208 4.281555 -3.397846  -0.62
O: -3.517842 3.529295 4.022464  -0.46
O: 2.577408 -0.817955 5.868244  -0.53
O: 3.161758 -2.153985 0.947124  -0.62
O: -1.877102 -0.643575 3.516264  -0.59
O: 1.626118 3.609345 5.305624  -0.59
O: 0.097658 0.668805 1.799854  0.12
O: 2.070938 0.202405 -3.860166  -0.10
O: -4.855522 0.451055 0.348524  -0.37
O: 4.947098 2.179665 0.705574  -0.47
N: 2.998918 -0.103295 2.841924  -0.01
N: -4.539532 -1.797095 2.048594  -0.76
N: 5.385868 -1.195625 -4.625096  -0.77
N: -2.390732 -7.780185 -4.184326  -0.77
C: -6.010252 -1.009745 3.686474  -1.20
C: 4.900788 2.459395 -0.707216  -0.21
C: -2.168492 0.395275 4.422944  -0.49
C: -2.056122 -6.355085 -4.287976  0.62
C: 4.081948 0.789275 2.459624  0.80
C: -1.041442 -3.951785 -1.592406  -0.33
C: -4.562032 1.740795 -0.139456  -0.65
C: 1.169498 -0.999885 5.537524  -0.20
C: -0.695452 1.278505 0.824884  1.22
C: 1.680808 3.343855 -3.034346  0.29
C: -5.652122 -0.875505 2.203814  0.12
C: -1.884602 -5.665215 -2.885686  -0.79
C: 2.510768 -1.897365 -0.269226  -0.19
C: 1.282458 2.907535 4.155604  0.56
C: -2.399892 4.389885 3.952214  -0.30
C: 0.076278 2.182105 -0.053476  -0.88
C: 5.398118 0.308765 2.959054  -1.88
C: -3.111852 -5.654155 -5.110476  -1.41
C: 0.768908 -0.318485 -3.587936  -0.37
C: 4.413388 -0.183065 -4.206866  1.07
C: -5.290952 0.537205 1.687924  0.05
C: -1.305612 0.158495 0.058224  -0.57
C: 3.052098 -0.803515 -4.176736  -0.96
C: -2.553762 3.949425 -3.126546  -0.73
C: 4.443278 0.785865 -5.406066  -1.39
C: 3.998798 1.149615 1.013034  0.09
H: -0.511162 2.845435 -0.688306  0.33
H: -1.260982 0.775675 4.891804  0.11
H: -1.081382 -6.431365 -4.769806  0.28
H: -1.687672 3.798995 3.376294  -0.07
H: 0.629928 2.048065 4.309344  -0.03
H: 2.233028 -0.849745 -0.385156  -0.08
H: -2.891642 0.198045 5.214294  0.55
H: 0.470998 -0.353785 6.069274  0.21
H: -6.189132 1.149245 1.770314  0.44
H: 2.792018 -1.256125 -5.133606  0.27
H: 3.911128 1.705735 3.024444  0.00
H: -2.850512 -5.525395 -2.400336  0.33
H: 4.170378 3.259865 -0.824866  0.22
H: -0.180152 3.807005 -3.521136  0.41
H: 0.821898 3.588175 3.439564  0.19
H: -6.486692 -1.186785 1.575574  0.36
H: 4.209738 0.277925 -6.341776  0.36
H: -1.759612 -1.359335 4.145134  0.24
H: 3.020828 -1.612925 -3.447356  0.40
H: 3.168598 -2.117735 -1.109936  0.32
H: -0.390842 -3.077435 -1.610056  -0.16
H: -2.530022 1.245355 3.844364  -0.05
H: 2.294958 3.106285 5.775924  0.33
H: 3.007548 -0.200555 3.847194  0.39
H: 2.985638 1.515885 0.847384  -0.11
H: -4.608512 1.022265 2.385844  -0.18
H: 2.533258 3.785845 -2.518526  0.23
H: 2.956838 -1.547295 1.662344  0.29
H: 4.167008 0.219205 0.470674  0.32
H: 0.897748 -0.955805 -2.713106  0.14
H: 2.114938 0.326055 2.608834  -0.29
H: 1.348938 2.471825 -2.470866  -0.41
H: 2.801368 -1.505935 6.499214  0.30
H: -5.405652 2.377945 -0.404906  0.38
H: 5.613388 -0.673765 2.539054  0.37
H: -1.653272 -8.187455 -3.627196  0.25
H: 6.202278 0.937645 2.577034  0.40
H: 5.401638 1.303965 -5.441226  0.40
H: 0.796008 -2.023565 5.511624  0.39
H: -3.259582 -6.152565 -6.068536  0.38
H: 4.665368 1.625755 -1.368826  -0.17
H: -1.973772 0.477705 -0.741626  0.21
H: -2.647002 4.735795 -3.875556  0.35
H: 4.733608 0.301635 -3.284576  -0.16
H: -2.044542 -3.764785 -1.209096  0.33
H: -1.301812 -6.367575 -2.289746  0.29
H: -1.822152 -0.487595 0.768044  0.15
H: -5.180112 -0.619995 4.275604  0.15
H: 6.302128 -0.781455 -4.530026  0.28
H: 2.114408 2.472665 3.601664  -0.46
H: -2.076732 2.627705 -4.444966  0.20
H: -2.201232 4.394635 -2.196166  0.27
H: -4.117442 -5.746235 -4.700106  0.36
H: 1.065868 -0.760625 4.479174  -0.20
H: 0.125388 0.504155 -3.276096  -0.09
H: 5.828868 2.866915 -1.108076  0.40
H: -0.536132 -4.722075 -1.009806  0.32
H: -3.553832 3.529905 -3.017166  0.27
H: -0.509412 -0.449455 -0.371376  -0.04
H: 5.449088 0.162525 4.037994  0.37
H: -2.659542 5.399925 3.635184  0.30
H: -6.355012 -1.992805 4.007144  0.33
H: -4.058012 -1.484435 1.217654  0.31
H: 0.205558 -0.851945 -4.353546  0.32
H: 2.193308 2.924775 -3.900266  0.15
H: 0.821928 2.775205 0.475984  0.36
H: -3.859942 2.271255 0.503804  0.26
H: -4.005772 1.621365 -1.069196  0.13
H: 5.307548 -1.372445 -5.616416  0.32
H: -4.068412 3.736495 4.781114  0.26
H: -2.386762 -8.193965 -5.105666  0.25
H: -1.470492 1.886265 1.291834  -0.33
H: -2.890322 -4.604695 -5.304536  0.31
H: -0.562762 0.217485 2.330654  -0.29
H: 0.653798 1.499095 -0.676426  -0.35
H: 1.657008 -2.570825 -0.344396  0.26
H: -6.860642 -0.384205 3.957834  0.40
H: -3.953922 -1.382395 2.759354  0.33
H: 3.772248 1.644435 -5.380396  0.19
H: -2.025062 4.550175 4.963104  0.30

Force components x, y, z for each atom (eV/Å):
0.6558 -0.1510 0.1851
0.3023 -0.0696 0.3331
1.3958 -0.0836 0.6929
-0.8294 -0.4125 -0.1846
-1.5979 -0.3517 0.0222
0.8146 -1.0160 -0.6602
-0.2820 -0.5358 0.8727
0.2005 0.2029 0.5292
0.8453 0.4582 0.8112
-0.1433 -0.4054 -0.6620
-0.0885 0.5755 0.5605
0.0042 -1.1434 -1.1358
-0.1929 -0.5344 -0.3243
0.4016 0.6043 -0.1475
0.5256 -0.7861 1.1869
-0.7227 0.2183 1.2666
-1.0753 1.4742 -0.1547
-0.1338 0.9333 0.4078
0.1715 2.2242 -0.2369
0.1481 0.4283 0.2732
-0.3965 1.3966 1.7345
-0.0394 -0.4064 -1.1920
1.0866 -0.0750 -0.9834
0.4463 0.1705 -1.2181
-1.1046 0.6240 -0.2350
0.1595 -0.1786 -0.7905
-0.6103 -0.3519 -0.2858
0.0199 -1.0199 -1.0383
0.0717 -0.0885 0.3148
-0.1026 -0.5583 -1.3592
-0.1317 -0.2619 1.1978
1.5694 -0.0817 -0.5721
1.0559 -1.1889 -0.7679
-0.2692 -0.0742 -0.7644
0.5424 0.3180 1.1490
0.2370 0.5145 -2.9297
-1.2595 -0.6415 1.1921
-0.6052 -0.6911 -0.4838
-1.2548 0.0529 1.0135
-1.2156 0.0941 -0.4485
-0.3167 1.8792 0.6003
0.3814 0.1019 0.1785
-0.1612 -0.2053 0.0747
0.2094 -0.1446 0.2225
0.2523 1.4086 -0.2254
0.2653 0.8397 -0.2377
-0.4309 0.0776 0.3292
-0.3798 0.1240 0.0691
-0.1567 -0.5126 -0.1921
0.3477 0.0089 0.4552
-0.3461 0.2095 -0.2671
0.2089 -0.0163 -0.3306
0.0876 0.6853 -0.1300
-0.3149 -0.1717 -0.0073
-0.3179 -0.1080 -0.3807
-0.0197 -0.5117 -0.0980
-0.2400 0.0687 0.2048
-0.1563 -0.2713 0.0166
0.2611 -0.1996 0.0622
0.3254 -0.8844 -0.6572
-0.0710 -0.0973 0.2988
0.2478 -0.1542 0.0585
-0.3482 0.1075 -0.0860
-0.2739 -0.0376 0.0361
0.0284 0.0183 0.1089
0.1552 -0.2509 0.1804
-0.2437 0.0011 -0.3910
0.8373 0.0466 -0.2210
-0.5574 0.6704 0.4657
-0.2971 0.7933 0.3988
0.1295 0.1042 -0.5977
-0.3892 -0.4254 0.0909
-0.3515 0.1168 -0.1836
-0.2995 0.2685 0.1403
0.1768 0.0333 0.0862
-0.4593 -0.1609 0.4931
-0.0601 -0.2913 -0.1297
-0.0073 -0.5517 -0.0957
-0.0387 0.2534 0.3932
0.3867 -0.4370 -0.3103
0.4157 -0.2868 0.7645
0.4280 0.0199 -0.3248
-0.2941 -0.3478 0.4289
-0.1049 -0.0317 0.0619
0.2312 0.2202 0.0014
-0.2471 -0.2136 0.0620
0.1482 0.3134 0.4745
0.1507 -0.1110 0.3904
-0.3819 -0.0757 -0.1873
0.1463 -0.3612 0.2512
0.2488 -0.1308 0.1585
0.4730 0.1931 0.1788
0.0972 -0.1050 -0.0777
0.2184 -0.3874 -0.0977
0.1431 0.1371 0.6732
0.1104 0.4463 -0.0766
0.1992 0.2546 -0.0499
0.3626 -0.0509 0.6406
-0.0574 -0.0837 0.2203
-0.2429 0.2843 0.5076
0.1320 0.0434 -0.1363
-0.1025 0.4210 0.0414
0.1430 -0.1588 -0.8557
0.6766 -0.2199 -0.3595
0.2036 -0.4019 -0.6497
0.6228 -0.1554 -0.5560
-0.3875 -0.0735 -0.5193
-0.1766 0.1804 0.2380
-0.1944 0.1562 0.4227
-0.0511 -0.2522 -0.1599
-0.2799 -0.0743 -0.0913
0.0343 0.1534 -0.0227
0.1064 -0.0580 -0.0077
-0.3956 0.0037 0.4108
0.0601 -0.0418 0.1141
0.1848 -0.6263 0.5981
0.2423 0.2512 -0.4663
-0.3993 0.2260 -0.2554
-0.1020 0.3794 -0.1041
0.9954 -0.6738 0.3313
-0.5513 -0.1331 0.3635
0.5318 -0.1964 0.0733